[1]
Formula: C30H79BMnO15
Source: OMol25
Level of theory: ωB97M-V with the def2-TZVPD basis set

Last column: Löwdin charge in e.
Element x y z (Å)
Mn  2.16  -1.96  2.50  0.916
C  -0.11  0.40  -0.29  -0.081
C  0.38  -1.03  -0.19  -0.441
O  1.04  -1.34  0.96  -0.339
H  0.72  1.07  -0.12  0.057
H  -0.89  0.71  0.42  0.054
H  -0.58  0.52  -1.27  0.063
H  1.07  -1.14  -1.06  0.091
H  -0.43  -1.73  -0.44  0.079
B  3.20  -0.20  3.30  -0.417
H  3.73  -0.95  2.55  -0.043
H  2.17  0.11  2.84  -0.032
H  3.02  -0.71  4.40  0.002
H  3.90  0.77  3.43  0.004
C  -0.20  -3.83  -2.22  -0.099
O  -0.70  -4.86  -3.05  -0.164
C  -1.40  -4.39  -4.16  -0.211
C  -2.82  -3.93  -3.85  -0.195
O  -2.78  -2.58  -3.39  -0.202
C  -3.98  -2.14  -2.83  -0.119
H  0.68  -3.39  -2.71  0.092
H  0.21  -4.24  -1.30  0.069
H  -0.94  -3.07  -2.00  0.067
H  -1.57  -5.25  -4.83  0.127
H  -0.92  -3.60  -4.75  0.135
H  -3.26  -4.61  -3.10  0.131
H  -3.49  -3.90  -4.72  0.128
H  -4.34  -2.76  -1.99  0.080
H  -4.81  -2.15  -3.56  0.094
H  -3.84  -1.12  -2.48  0.077
C  0.13  1.95  7.05  -0.119
O  0.75  2.89  6.22  -0.179
C  1.14  2.32  4.98  -0.238
C  1.47  3.38  3.97  -0.187
O  0.42  4.27  3.63  -0.171
C  -0.74  3.63  3.18  -0.129
H  0.10  2.38  8.05  0.087
H  0.67  1.00  7.03  0.088
H  -0.92  1.78  6.75  0.087
H  0.38  1.60  4.66  0.116
H  2.05  1.75  5.21  0.120
H  1.68  2.85  3.03  0.115
H  2.39  3.89  4.25  0.134
H  -0.59  3.19  2.19  0.089
H  -1.51  4.40  3.13  0.092
H  -1.12  2.91  3.92  0.077
C  3.34  -1.20  -3.51  -0.111
O  4.35  -0.29  -3.14  -0.174
C  3.84  0.84  -2.40  -0.180
C  3.50  1.96  -3.36  -0.184
O  2.26  1.85  -4.06  -0.182
C  1.10  1.70  -3.27  -0.114
H  3.69  -1.91  -4.25  0.089
H  2.44  -0.67  -3.83  0.078
H  3.04  -1.82  -2.64  0.059
H  4.79  1.18  -1.98  0.097
H  3.13  0.68  -1.58  0.122
H  4.25  2.04  -4.15  0.136
H  3.63  2.96  -2.92  0.118
H  0.94  0.67  -2.93  0.059
H  0.27  1.94  -3.94  0.093
H  1.11  2.32  -2.37  0.076
C  -3.09  -2.84  1.23  -0.095
O  -3.93  -2.21  2.18  -0.162
C  -4.53  -1.03  1.71  -0.209
C  -3.53  0.02  1.26  -0.245
O  -4.17  1.22  0.95  -0.209
C  -4.25  2.12  2.03  -0.080
H  -2.99  -3.91  1.44  0.087
H  -2.09  -2.40  1.25  0.072
H  -3.56  -2.75  0.25  0.081
H  -5.13  -0.64  2.54  0.128
H  -5.20  -1.18  0.85  0.128
H  -2.96  -0.31  0.39  0.100
H  -2.73  0.13  2.01  0.136
H  -4.88  1.76  2.85  0.091
H  -4.77  3.02  1.68  0.093
H  -3.25  2.38  2.37  0.076
C  -3.44  2.10  -1.93  -0.094
O  -4.58  1.71  -2.66  -0.163
C  -5.64  1.34  -1.81  -0.240
C  -6.86  0.99  -2.63  -0.199
O  -7.57  2.08  -3.18  -0.174
C  -7.95  3.07  -2.26  -0.125
H  -3.06  1.29  -1.31  0.061
H  -3.70  2.96  -1.30  0.094
H  -2.65  2.39  -2.63  0.087
H  -5.95  2.14  -1.12  0.113
H  -5.35  0.48  -1.21  0.110
H  -7.55  0.37  -2.05  0.128
H  -6.52  0.41  -3.50  0.128
H  -8.77  3.59  -2.76  0.090
H  -7.16  3.77  -1.97  0.085
H  -8.34  2.63  -1.33  0.092
C  4.18  -2.10  0.17  -0.049
O  3.57  -2.98  1.12  -0.251
C  3.00  -4.13  0.53  -0.200
C  2.17  -4.88  1.53  -0.156
O  1.23  -3.95  2.11  -0.271
C  -0.10  -4.44  2.13  -0.064
H  3.57  -1.22  -0.04  0.086
H  4.28  -2.63  -0.79  0.092
H  5.17  -1.84  0.52  0.096
H  3.70  -4.83  0.05  0.146
H  2.32  -3.86  -0.29  0.126
H  2.76  -5.27  2.37  0.139
H  1.71  -5.75  1.08  0.137
H  -0.47  -4.70  1.14  0.094
H  -0.77  -3.66  2.51  0.080
H  -0.15  -5.28  2.82  0.104
C  7.04  0.92  -0.78  -0.113
O  6.60  2.24  -1.02  -0.195
C  6.28  2.91  0.19  -0.192
C  4.78  2.95  0.46  -0.235
O  4.07  3.55  -0.58  -0.177
C  2.74  3.80  -0.20  -0.101
H  7.98  0.96  -0.21  0.090
H  7.26  0.45  -1.73  0.094
H  6.30  0.37  -0.19  0.078
H  6.60  3.94  0.00  0.132
H  6.80  2.51  1.06  0.126
H  4.70  3.50  1.42  0.130
H  4.45  1.93  0.69  0.125
H  2.66  4.61  0.54  0.095
H  2.26  2.88  0.14  0.074
H  2.18  4.17  -1.07  0.085

Summary:
- Net charge: 0
- Kohn-Sham gap (spin up / spin down): 8.55 / 8.34 eV
- Calculated total energy: -3494.48143 a.u.
- E_LUMO (spin up / spin down): 0.0 / -0.3 eV
- Spin multiplicity: 6

=====

[2]
Formula: C3H6O3PS
Source: OMol25
Level of theory: ωB97M-V with the def2-TZVPD basis set

Last column: Löwdin charge in e.
Element x y z (Å)
C  -0.33  -0.91  1.77  -0.081
C  0.24  -0.40  0.63  -0.360
C  -0.66  -0.21  -0.42  -0.471
O  -0.72  2.24  -4.23  -0.432
O  1.64  1.58  -4.59  -0.397
O  -0.18  -0.06  -4.70  -0.420
P  -0.07  0.73  -1.82  0.822
S  0.29  1.20  -4.19  0.282
H  0.25  -0.89  2.63  -0.009
H  -1.30  -1.18  1.82  -0.008
H  1.16  0.22  0.64  0.084
H  -1.45  -0.99  -0.66  0.068
H  -1.10  1.65  -1.98  -0.065
H  0.48  1.95  -1.24  -0.015

Summary:
- Net charge: -1
- Kohn-Sham gap: 6.32 eV
- Calculated total energy: -1083.09565 a.u.
- E_LUMO: 3.2 eV

=====

[3]
Formula: C47H71KN8O5P
Source: OMol25
Level of theory: ωB97M-V with the def2-TZVPD basis set

Last column: Löwdin charge in e.
Element x y z (Å)
K  0.44  -0.43  -0.67  0.669
C  -4.42  -3.92  -0.52  -0.047
N  -3.24  -3.52  0.21  -0.126
C  -2.05  -2.36  1.99  -0.007
C  -1.27  -4.68  -0.69  -0.109
C  0.17  -4.43  -0.31  -0.294
C  0.94  -5.54  0.03  -0.082
C  2.30  -5.40  0.29  -0.120
C  2.87  -4.14  0.19  -0.122
C  2.07  -3.04  -0.14  -0.192
C  0.68  -3.11  -0.40  -0.156
H  -4.98  -4.71  -0.02  0.075
H  -4.13  -4.26  -1.52  0.078
H  -5.06  -3.04  -0.62  0.079
H  -2.02  -3.19  2.70  0.089
H  -2.02  -1.42  2.54  0.072
H  -1.17  -2.43  1.36  0.041
H  -1.56  -3.95  -1.44  0.086
H  -1.42  -5.69  -1.08  0.117
H  0.48  -6.52  0.09  0.091
H  2.90  -6.26  0.56  0.086
H  3.93  -4.00  0.37  0.089
H  2.61  -2.09  -0.20  0.062
N  -2.38  -0.88  -0.42  0.003
N  -3.56  -1.20  0.36  -0.026
C  -3.33  -2.42  1.16  -0.581
N  -4.54  -2.55  1.97  0.102
N  -2.27  -4.46  0.38  -0.032
N  -2.59  -5.54  1.17  -0.361
O  -1.89  -6.53  1.08  0.064
O  -3.58  -5.44  1.89  0.040
H  -2.74  -0.53  -1.31  0.053
H  -1.96  -1.78  -0.67  0.019
H  -3.65  -0.44  1.02  0.061
H  -4.57  -1.81  2.66  0.075
H  -4.47  -3.43  2.48  0.062
C  3.03  1.63  4.92  -0.054
C  1.60  1.09  5.03  -0.367
C  1.23  0.79  6.49  -0.067
C  0.61  2.03  4.38  -0.134
C  0.41  3.28  4.98  -0.053
C  -0.52  4.18  4.49  -0.104
C  -1.24  3.85  3.35  -0.057
C  -1.06  2.63  2.71  -0.141
C  -1.90  2.28  1.50  -0.370
C  -3.33  1.93  1.93  -0.064
C  -1.90  3.39  0.46  -0.060
C  -0.14  1.71  3.25  -0.152
N  -0.22  0.38  2.79  0.134
C  0.73  -0.26  2.23  -0.164
C  2.09  0.15  1.80  -0.193
C  3.09  -0.73  2.23  -0.091
C  4.43  -0.51  1.98  -0.119
C  4.77  0.61  1.22  -0.103
C  3.81  1.45  0.72  -0.041
C  2.41  1.26  0.94  -0.297
N  1.45  1.96  0.30  0.048
C  1.85  3.11  -0.39  -0.200
C  1.74  3.20  -1.80  -0.139
C  2.17  4.34  -2.47  -0.059
C  2.70  5.43  -1.80  -0.100
C  2.74  5.38  -0.42  -0.060
C  2.30  4.27  0.30  -0.140
C  2.25  4.40  1.82  -0.353
C  1.42  5.63  2.21  -0.068
C  3.63  4.51  2.46  -0.059
C  1.17  2.09  -2.66  -0.352
C  2.08  0.84  -2.68  -0.075
C  -0.31  1.82  -2.35  -0.094
H  3.74  0.93  5.35  0.079
H  3.12  2.58  5.46  0.074
H  3.30  1.80  3.88  0.065
H  1.57  0.14  4.50  0.110
H  1.26  1.70  7.10  0.068
H  1.93  0.07  6.92  0.074
H  0.22  0.38  6.56  0.082
H  0.99  3.54  5.86  0.107
H  -0.67  5.13  4.98  0.100
H  -1.96  4.55  2.95  0.108
H  -1.46  1.39  1.04  0.094
H  -3.94  1.64  1.07  0.071
H  -3.34  1.12  2.66  0.077
H  -3.81  2.79  2.40  0.079
H  -2.37  4.30  0.85  0.071
H  -2.47  3.09  -0.42  0.075
H  -0.88  3.64  0.16  0.070
H  0.52  -1.32  2.07  0.100
H  2.78  -1.61  2.78  0.120
H  5.18  -1.20  2.35  0.088
H  5.81  0.81  0.99  0.097
H  4.11  2.28  0.09  0.110
H  2.09  4.36  -3.55  0.101
H  3.05  6.30  -2.34  0.090
H  3.11  6.24  0.13  0.100
H  1.74  3.52  2.21  0.110
H  1.91  6.55  1.87  0.068
H  1.32  5.69  3.29  0.062
H  0.43  5.60  1.77  0.077
H  4.17  5.38  2.07  0.073
H  4.24  3.62  2.27  0.060
H  3.54  4.63  3.54  0.072
H  1.19  2.47  -3.69  0.117
H  2.26  0.48  -1.67  0.019
H  3.05  1.11  -3.08  0.092
H  1.65  0.04  -3.29  0.067
H  -0.44  1.53  -1.31  -0.003
H  -0.71  1.06  -3.01  0.051
H  -0.88  2.74  -2.48  0.088
C  -4.08  -0.59  -4.66  -0.075
C  -3.66  -1.92  -4.06  -0.318
O  -2.41  -2.35  -4.61  -0.307
P  -1.04  -1.89  -3.82  0.871
O  -0.45  -0.70  -4.75  -0.342
C  -0.19  -0.85  -6.15  -0.284
C  0.04  0.53  -6.72  -0.072
O  -0.07  -3.07  -4.38  -0.300
C  -0.24  -4.43  -3.99  -0.292
C  0.06  -5.32  -5.17  -0.070
H  -5.05  -0.29  -4.28  0.077
H  -4.14  -0.67  -5.75  0.077
H  -3.35  0.19  -4.41  0.069
H  -4.38  -2.70  -4.28  0.114
H  -3.58  -1.84  -2.97  0.079
H  -1.03  -1.35  -6.63  0.112
H  0.69  -1.49  -6.27  0.114
H  -0.85  1.15  -6.59  0.077
H  0.26  0.46  -7.79  0.074
H  0.88  1.01  -6.22  0.073
H  -1.27  -4.60  -3.65  0.098
H  0.43  -4.63  -3.15  0.114
H  -0.63  -5.11  -5.99  0.076
H  -0.03  -6.37  -4.89  0.077
H  1.08  -5.15  -5.52  0.077

Summary:
- Net charge: -1
- Kohn-Sham gap: 6.21 eV
- Calculated total energy: -3589.03284 a.u.
- E_LUMO: 2.1 eV

=====

[4]
Formula: C10H22N2
Source: OMol25
Level of theory: ωB97M-V with the def2-TZVPD basis set

Last column: Löwdin charge in e.
Element x y z (Å)
C  1.18  -2.30  -1.24  -0.088
C  2.08  -1.30  0.83  -0.080
C  -0.16  -2.14  0.87  -0.104
C  -0.72  2.36  -0.47  -0.122
C  0.05  1.54  1.62  -0.050
C  1.65  1.97  -0.35  -0.066
C  -0.67  -0.17  -1.59  -0.035
C  0.82  -1.41  -0.01  -0.565
C  0.30  1.39  0.06  -0.555
C  0.13  -0.02  -0.52  -0.159
N  -3.64  0.11  0.19  -0.098
N  -2.96  -0.42  -0.60  0.039
H  0.17  -2.49  -1.83  0.095
H  1.68  -3.30  -0.91  0.105
H  1.92  -1.81  -1.97  0.098
H  2.06  -0.46  1.56  0.073
H  2.21  -2.22  1.33  0.055
H  2.96  -1.34  0.12  0.097
H  -0.19  -1.76  1.95  0.101
H  0.01  -3.27  0.91  0.096
H  -1.21  -2.10  0.32  0.094
H  -0.81  3.24  0.13  0.063
H  -0.66  2.69  -1.54  0.102
H  -1.77  1.83  -0.38  0.085
H  -1.05  1.39  1.84  0.088
H  0.30  2.54  2.07  0.092
H  0.67  0.84  2.22  0.055
H  1.89  1.79  -1.40  0.076
H  1.57  3.10  -0.32  0.097
H  2.57  1.55  0.17  0.097
H  -3.87  -0.22  1.11  0.091
H  -1.42  0.47  -2.09  0.063
H  -0.89  -1.08  -2.10  0.042
H  -4.20  0.99  0.05  0.118

Summary:
- Net charge: 0
- Kohn-Sham gap: 8.84 eV
- Calculated total energy: -503.53291 a.u.
- E_LUMO: 0.6 eV

=====

The lowest calculated total energy belongs to which entry? C47H71KN8O5P